Density functional theory data (ωB97M-V with the def2-TZVPD basis set) for a structure of composition C30H22BN6O4S2Ti.

Last column: Löwdin charge in e.
Positions of all 66 atoms, in Å:
1 Ti 0.103 -0.088 -0.853  1.197
2 C 1.603 -4.262 3.161  -0.373
3 S 2.250 -4.588 1.510  0.895
4 C 1.216 -3.585 0.540  -0.995
5 S 1.145 -3.904 -1.167  1.050
6 N 0.513 -2.650 1.059  0.011
7 N -0.267 -1.979 0.082  -0.120
8 C -1.288 -1.258 0.736  -0.043
9 C -2.167 -0.381 0.099  -0.263
10 C -3.323 0.179 0.715  -0.002
11 C -4.172 0.904 -0.050  -0.034
12 C -3.903 1.131 -1.435  -0.042
13 C -2.744 0.684 -1.953  -0.112
14 N -1.849 -0.009 -1.187  -0.025
15 H 2.139 -4.936 3.827  0.042
16 H 0.540 -4.486 3.188  0.045
17 H 1.776 -3.234 3.453  0.013
18 H -1.355 -1.438 1.797  0.138
19 H -3.531 -0.039 1.755  0.126
20 H -5.084 1.294 0.386  0.120
21 H -4.615 1.652 -2.060  0.117
22 H -2.467 0.836 -2.987  0.126
23 O 6.283 0.243 -4.449  0.163
24 C 5.215 -0.073 -4.045  -0.500
25 O 4.292 -0.985 -4.240  0.155
26 C 4.101 0.182 -3.130  -0.177
27 C 3.048 1.147 -3.453  0.093
28 C 1.962 1.160 -2.680  -0.209
29 N 1.847 0.327 -1.601  -0.050
30 C 2.980 -0.208 -1.048  -0.192
31 C 4.118 -0.287 -1.743  0.099
32 C 2.776 -0.417 0.391  -0.176
33 C 3.747 -0.857 1.260  0.024
34 C 3.489 -0.814 2.619  -0.021
35 C 2.264 -0.351 3.066  -0.037
36 C 1.311 0.002 2.134  -0.099
37 N 1.551 -0.027 0.819  0.032
38 C 0.870 2.146 -2.675  -0.180
39 C 0.707 3.141 -3.617  0.023
40 C -0.262 4.104 -3.404  -0.015
41 C -1.055 4.037 -2.268  -0.025
42 C -0.880 2.978 -1.405  -0.103
43 N 0.063 2.045 -1.597  0.046
44 H 3.194 1.848 -4.265  0.134
45 H 5.044 -0.641 -1.307  0.136
46 H 4.700 -1.198 0.882  0.129
47 H 4.249 -1.130 3.324  0.127
48 H 2.036 -0.283 4.121  0.121
49 H 0.327 0.321 2.438  0.118
50 H 1.344 3.172 -4.491  0.127
51 H -0.394 4.909 -4.117  0.125
52 H -1.809 4.785 -2.062  0.121
53 H -1.509 2.859 -0.534  0.124
54 O -1.594 -3.151 -1.746  0.153
55 B -0.320 -2.675 -1.321  -1.009
56 O 0.039 -1.576 -2.317  -0.057
57 C -0.932 -1.649 -3.312  -0.220
58 C -0.982 -0.937 -4.481  -0.004
59 C -2.081 -1.168 -5.313  -0.077
60 C -3.059 -2.084 -4.950  -0.065
61 C -2.975 -2.810 -3.757  0.030
62 C -1.889 -2.574 -2.951  -0.206
63 H -0.190 -0.247 -4.752  0.124
64 H -2.161 -0.641 -6.255  0.108
65 H -3.900 -2.254 -5.611  0.110
66 H -3.728 -3.537 -3.477  0.129

## Properties
energy above the lowest of the compared OMol25 structures with the same formula, charge and spin	0.000	eV
HOMO energy (spin up / spin down)	-10.52 / -10.52	eV
total energy	-3456.5538	Eh
Kohn-Sham gap (spin up / spin down)	6.45 / 6.45	eV
charge	+1